(1)
This record from the OMol25 dataset describes a cluster of 2 separate species, CH6N2S2 in total. The level of theory is the ωB97M-V functional and the def2-TZVPD basis.

Summary:
Total energy (eV): -25783.894
SMILES: [H]/N=C/N.SS
Frontier orbital gap (eV): 8.89
HOMO (eV): -9.039

Last column: Löwdin charge in e.
Positions of all 11 atoms, in Å:
H  0.44592  2.83507  1.12269  0.038
N  0.61551  2.01931  1.74760  0.035
C  1.17602  1.06539  1.06100  -0.405
N  1.49046  -0.23981  1.29395  0.078
H  1.22087  1.17139  -0.00124  0.089
H  1.27152  -0.69877  2.19387  0.114
H  2.00875  -0.78307  0.67947  0.059
S  -2.29494  -1.84714  -2.86041  0.228
S  -1.83171  -0.34400  -1.33721  0.227
H  -3.50048  -2.30578  -2.46966  -0.218
H  -0.60191  -0.87260  -1.43007  -0.246

Cartesian forces, eV/Å:
0.2628 -1.0105 0.5689
1.0182 -1.4545 -0.3439
-1.6558 1.2534 -0.9597
-1.5005 0.3910 3.8903
0.6877 0.6318 -1.0450
0.3489 0.7098 -0.8018
0.8294 -0.5275 -1.3420
-0.0693 0.8024 0.3905
-0.2164 -1.3570 -1.1989
0.2183 0.2383 0.3353
0.0766 0.3227 0.5063

=====

(2)
This record from the OMol25 dataset describes a cluster of 2 separate species, C10H16O in total. The level of theory is the ωB97M-V functional and the def2-TZVPD basis.

Summary:
Total energy (eV): -12675.937
SMILES: Cc1ccc(O)cc1.CCC
Frontier orbital gap (eV): 9.40
HOMO (eV): -8.524

Last column: Löwdin charge in e.
Positions of all 27 atoms, in Å:
C  -0.84806  -0.20299  -3.40341  -0.054
C  -0.66928  0.64231  -2.14630  -0.254
C  -0.74187  0.04119  -0.91654  -0.058
C  -0.63842  0.65987  0.34746  -0.011
C  -0.65661  2.02121  0.31799  -0.295
O  -0.30629  2.62081  1.52152  0.020
C  -0.68723  2.72146  -0.91752  -0.033
C  -0.72617  2.05876  -2.10705  -0.053
H  -1.87920  -0.26225  -3.68974  0.070
H  -0.37307  -1.16007  -3.45508  0.064
H  -0.39785  0.26861  -4.29267  0.077
H  -0.74236  -1.07491  -0.92383  0.112
H  -0.64544  0.01965  1.21139  0.079
H  -0.60847  3.53901  1.65416  0.111
H  -0.75449  3.79675  -0.96810  0.107
H  -0.93137  2.72841  -2.93474  0.112
C  2.16043  -1.43689  1.33962  -0.141
C  0.80069  -2.02633  1.47944  -0.357
C  0.09876  -1.68678  2.78875  -0.126
H  2.15166  -0.37926  0.96818  0.081
H  2.68527  -1.96811  0.49135  0.084
H  2.78743  -1.54165  2.24366  0.079
H  0.14409  -1.72422  0.57379  0.081
H  0.87650  -3.09998  1.43214  0.090
H  -0.93386  -1.42293  2.71374  0.049
H  0.25910  -2.43800  3.54388  0.063
H  0.57610  -0.69366  3.12792  0.101

Cartesian forces, eV/Å:
0.7956 1.7552 -0.9598
-0.9794 0.4730 -0.3833
0.9144 -2.0761 0.6882
-0.9785 -0.6099 -2.0915
1.5534 1.3716 0.5453
-0.6726 0.5506 0.1504
-0.3691 -0.1768 1.3480
-0.3503 -0.5475 -0.4345
-0.7407 -0.3735 0.1459
0.0447 -0.7789 0.8126
0.0052 0.3825 0.3800
-0.1784 0.9486 -0.0336
0.1195 0.5265 0.3015
0.0780 -0.6401 -0.6002
0.1176 0.1989 0.4004
0.4262 -0.5563 -0.5738
1.6129 0.3752 -1.7100
-2.0388 -0.0997 -1.1970
1.6069 2.5043 0.2917
-0.1344 -0.6333 0.7964
-0.2787 0.3812 0.9277
-0.3367 0.1629 -0.3683
1.2550 -0.6571 1.5971
0.0332 -0.5451 -0.2149
-0.8612 -0.3461 -0.1591
-0.0014 -0.1574 0.3374
-0.6425 -1.4326 0.0032

=====

(3)
This record from the OMol25 dataset describes the molecule C21H23ClN2O3S. The level of theory is the ωB97M-V functional and the def2-TZVPD basis.

Summary:
Total energy (eV): -54632.019
SMILES: CCOC(=O)N1CCN(C(=O)c2ccc(CSc3ccc(Cl)cc3)cc2)CC1
Frontier orbital gap (eV): 8.84
HOMO (eV): -8.184

Last column: Löwdin charge in e.
Positions of all 51 atoms, in Å:
C  -0.60994  3.32462  -4.77576  -0.060
C  -0.70115  3.68871  -3.30142  -0.208
O  0.58313  3.96680  -2.74422  0.001
C  1.30658  2.90096  -2.36795  -0.538
O  0.94254  1.75270  -2.47396  0.081
N  2.53688  3.26117  -1.89274  -0.038
C  3.27588  2.27840  -1.12598  -0.098
C  3.18539  2.63741  0.37926  -0.102
N  2.04651  3.49697  0.59146  -0.043
C  0.81231  3.05571  0.95496  -0.419
O  -0.16704  3.77482  0.93196  0.085
C  0.74718  1.64757  1.46231  -0.153
C  0.76470  1.41808  2.83361  -0.012
C  0.65058  0.13176  3.32295  -0.033
C  0.51110  -0.94727  2.45495  -0.289
C  0.38124  -2.32196  3.04863  -0.418
S  0.66349  -3.71526  1.90736  0.961
C  -0.89764  -3.96547  1.11834  -0.534
C  -1.94110  -3.04973  1.14732  -0.090
C  -3.12743  -3.33445  0.49439  -0.098
C  -3.26801  -4.52772  -0.19327  -0.680
Cl  -4.75290  -4.87854  -1.00699  0.666
C  -2.22719  -5.44426  -0.23821  -0.105
C  -1.04808  -5.16093  0.41849  -0.114
C  0.48321  -0.71030  1.08871  -0.045
C  0.59247  0.57727  0.59158  0.001
C  2.17514  4.79662  -0.03944  -0.096
C  2.78292  4.61595  -1.44776  -0.107
H  -1.60920  3.17955  -5.17602  0.077
H  -0.11523  4.11807  -5.33118  0.077
H  -0.04518  2.40324  -4.89409  0.074
H  -1.27054  4.60857  -3.15405  0.126
H  -1.16357  2.87333  -2.73639  0.125
H  4.31734  2.27144  -1.46036  0.124
H  2.83022  1.30360  -1.32743  0.117
H  3.09333  1.73785  0.98722  0.123
H  4.07953  3.18425  0.69587  0.126
H  0.86945  2.25074  3.51332  0.122
H  0.66742  -0.04045  4.38974  0.116
H  1.13661  -2.46149  3.82481  0.080
H  -0.60052  -2.46723  3.50464  0.089
H  -1.84437  -2.10599  1.66000  0.100
H  -3.93796  -2.62315  0.51690  0.108
H  -2.34279  -6.37009  -0.77901  0.106
H  -0.22926  -5.86346  0.39659  0.102
H  0.38277  -1.53331  0.39730  0.094
H  0.55349  0.74317  -0.47454  0.102
H  1.17057  5.22103  -0.09542  0.120
H  2.80613  5.44651  0.57621  0.126
H  3.86651  4.75961  -1.43001  0.125
H  2.34390  5.31739  -2.15455  0.124

Cartesian forces, eV/Å:
0.1747 0.0868 0.3822
-0.4922 -0.2579 -0.2312
0.3044 0.1209 0.1302
0.2725 0.0823 -0.1328
-0.3675 -0.3141 -0.0936
0.0110 0.1079 -0.1868
0.0451 -0.2373 -0.0123
0.1861 -0.1711 -0.0593
0.1362 0.1640 -0.0117
0.0788 -0.0313 0.1875
-0.3140 0.0262 0.0069
-0.2657 -0.1880 0.0587
0.0360 0.0980 -0.0991
-0.0212 -0.0386 -0.1016
0.0191 0.1089 -0.0188
0.0000 -0.5258 -0.3510
0.0771 0.0762 0.2505
0.1490 0.1363 0.1691
0.0557 -0.1095 -0.0074
-0.1227 -0.1167 -0.0968
0.1768 0.0823 0.1145
-0.1761 -0.0439 -0.0994
-0.1050 0.0657 -0.0397
0.0320 0.1654 0.0759
0.0062 0.0111 0.0708
0.0151 0.1470 0.0686
-0.1653 0.2859 0.0153
-0.0413 0.1542 0.0301
-0.1117 -0.0145 -0.0767
0.0025 0.0665 -0.0878
0.0026 -0.0660 -0.0480
0.0583 -0.1280 0.0227
0.0348 0.1989 -0.0403
-0.0366 -0.0496 0.0453
0.1190 0.1014 0.0555
0.1168 0.1089 -0.0498
-0.0375 -0.0782 0.0376
0.0031 0.0897 0.0752
0.0135 -0.0119 0.1247
-0.1034 -0.0165 0.0084
0.0480 0.0166 0.0782
0.0286 0.0816 0.0550
-0.1014 0.0371 -0.0235
-0.0405 -0.0793 -0.0546
0.0566 -0.1415 -0.0138
-0.0073 -0.0920 -0.0296
0.0143 0.0500 -0.1254
0.1952 -0.0094 0.0005
-0.0520 0.0138 -0.0455
-0.0559 0.0287 -0.0382
0.1486 0.0089 0.1112